{
  "formula": "C12H32BaN4O3",
  "method": "ωB97M-V/def2-TZVPD",
  "homo_ev": -15.60,
  "gap_ev": 10.6,
  "multiplicity": 1,
  "charge": 2,
  "symbols": ["Ba", "N", "C", "C", "N", "C", "C", "N", "C", "C", "N", "H", "H", "H", "H", "H", "H", "H", "H", "H", "H", "H", "H", "H", "H", "H", "H", "H", "H", "C", "O", "C", "C", "O", "C", "C", "O", "C", "H", "H", "H", "H", "H", "H", "H", "H", "H", "H", "H", "H", "H", "H"],
  "positions_angstrom": [[0.030774, -0.035735, -0.100072], [-2.541676, 0.212814, -0.785935], [-3.190437, 1.295328, -0.009162], [-2.821407, 1.214827, 1.465738], [-1.371680, 1.356230, 1.724983], [-1.074337, 0.856036, 3.084448], [-1.018080, -0.662262, 3.180846], [0.121713, -1.199366, 2.398475], [-1.007956, 2.787445, 1.642458], [0.484816, 3.038904, 1.476924], [0.995995, 2.407954, 0.237838], [-2.714359, 0.398239, -1.771024], [-3.046145, -0.652715, -0.602958], [-4.279295, 1.251119, -0.076870], [-2.875343, 2.248079, -0.435346], [-3.145378, 0.243158, 1.842062], [-3.385429, 1.979893, 2.013227], [-1.813375, 1.235123, 3.800857], [-0.101978, 1.247196, 3.391164], [-1.931287, -1.116813, 2.795436], [-0.942905, -0.924091, 4.238210], [0.097391, -2.212836, 2.473610], [0.974146, -0.928696, 2.885871], [-1.358715, 3.325715, 2.531718], [-1.517230, 3.222290, 0.780748], [1.047502, 2.638780, 2.320531], [0.634806, 4.120500, 1.472382], [2.009530, 2.492138, 0.243218], [0.696529, 2.981966, -0.549943], [3.361136, -1.405322, 0.240833], [2.529852, -0.543195, -0.539249], [2.966878, -0.494256, -1.895910], [2.083052, 0.468761, -2.674014], [0.686476, 0.235477, -2.486563], [0.064997, -0.709015, -3.359212], [0.140350, -2.142646, -2.852739], [-0.259078, -2.178589, -1.484294], [-0.235274, -3.511346, -0.969313], [4.404681, -1.090312, 0.190340], [3.287469, -2.438116, -0.109569], [3.024911, -1.348678, 1.274479], [2.938953, -1.499612, -2.326679], [3.997851, -0.131741, -1.951335], [2.349330, 0.422293, -3.731693], [2.266373, 1.483302, -2.316768], [0.498226, -0.661174, -4.360072], [-0.982368, -0.411142, -3.423788], [1.151412, -2.548785, -2.950886], [-0.529910, -2.755910, -3.462578], [-0.884619, -4.166468, -1.552296], [-0.596712, -3.478502, 0.057528], [0.779823, -3.916242, -0.985656]],
  "atomic_forces_ev_per_a": [[-0.23, -0.49, 1.24], [-0.97, 0.16, -0.23], [0.02, 0.03, 0.20], [0.01, -0.01, -0.20], [-0.52, 0.54, 0.65], [-0.01, -0.16, -0.04], [0.02, 0.18, -0.01], [0.01, -0.21, 0.65], [0.20, 0.00, -0.01], [-0.23, 0.01, 0.05], [0.36, 1.05, 0.08], [-0.02, -0.06, -0.01], [0.03, -0.04, -0.03], [0.00, 0.08, -0.07], [-0.05, 0.00, -0.03], [-0.04, 0.02, 0.05], [-0.02, -0.05, 0.05], [0.03, 0.03, 0.01], [-0.03, 0.04, 0.04], [-0.02, -0.02, 0.05], [-0.06, -0.06, -0.01], [0.07, -0.03, 0.00], [0.03, -0.06, -0.02], [-0.07, 0.02, -0.04], [-0.04, 0.03, 0.03], [0.03, 0.01, -0.01], [0.07, -0.01, 0.08], [0.02, -0.02, -0.06], [0.04, 0.01, 0.00], [0.11, -0.08, 0.10], [0.80, -0.14, -0.29], [-0.10, 0.02, -0.26], [0.38, 0.00, 0.16], [0.43, -0.01, -1.21], [-0.21, -0.35, -0.05], [0.14, 0.17, -0.20], [-0.05, -0.70, -0.63], [-0.02, -0.16, 0.05], [-0.03, 0.04, 0.01], [-0.02, 0.02, -0.02], [-0.01, 0.01, -0.02], [0.03, -0.01, 0.04], [0.01, -0.03, 0.01], [-0.05, 0.06, -0.02], [-0.05, 0.02, -0.07], [-0.02, 0.07, -0.01], [0.04, 0.07, -0.04], [-0.02, -0.04, 0.03], [0.01, -0.03, 0.01], [-0.03, 0.04, 0.01], [0.00, 0.02, -0.01], [0.00, 0.04, -0.01]],
  "lowdin_charge": [2.146, -0.131, -0.227, -0.189, -0.316, -0.189, -0.231, -0.121, -0.189, -0.225, -0.140, 0.086, 0.094, 0.132, 0.113, 0.119, 0.143, 0.143, 0.120, 0.111, 0.132, 0.086, 0.084, 0.144, 0.120, 0.114, 0.132, 0.091, 0.094, -0.056, -0.404, -0.179, -0.153, -0.373, -0.152, -0.177, -0.415, -0.056, 0.109, 0.105, 0.086, 0.130, 0.150, 0.149, 0.130, 0.149, 0.129, 0.130, 0.150, 0.109, 0.090, 0.105]
}